Entry from OMol25: a structure of composition C28H38MnN6OPSSi (ωB97M-V with the def2-TZVPD basis set).

Geometry as XYZ:
```
77
C28H38MnN6OPSSi ωB97M-V with the def2-TZVPD basis set
Mn 0.141 -0.213 -0.094
C 3.739 1.573 -0.260
C 3.462 0.119 -0.463
C 4.487 -0.807 -0.482
C 4.206 -2.162 -0.644
C 2.906 -2.587 -0.809
C 1.925 -1.602 -0.861
N 2.191 -0.295 -0.671
N 0.562 -1.781 -1.047
Si -0.131 -2.932 -2.235
C 0.914 -2.754 -3.747
C -1.860 -2.330 -2.577
C -0.065 -4.689 -1.612
H 4.746 1.807 -0.598
H 3.680 1.834 0.800
H 3.036 2.192 -0.807
H 5.507 -0.466 -0.384
H 5.013 -2.882 -0.635
H 2.648 -3.631 -0.907
H 0.829 -1.755 -4.173
H 0.573 -3.470 -4.498
H 1.969 -2.962 -3.560
H -2.090 -1.437 -1.994
H -2.628 -3.081 -2.392
H -1.941 -2.038 -3.624
H 0.449 -5.317 -2.342
H -1.055 -5.120 -1.467
H 0.474 -4.780 -0.669
S 1.356 2.620 3.384
C 0.963 1.210 2.532
N 0.689 1.339 1.265
C 0.790 2.689 0.884
C 0.602 3.217 -0.395
C 0.751 4.574 -0.573
C 1.087 5.422 0.497
C 1.290 4.911 1.758
C 1.137 3.533 1.934
H 0.931 0.262 3.042
H 0.384 2.579 -1.243
H 0.631 4.995 -1.562
H 1.205 6.481 0.324
H 1.569 5.553 2.581
C -1.718 -3.147 0.930
P -1.749 -1.342 1.044
C -3.415 -0.909 0.501
C -1.674 -1.067 2.830
C -2.683 -0.404 3.521
C -2.629 -0.295 4.905
C -1.576 -0.860 5.607
C -0.575 -1.545 4.927
C -0.625 -1.646 3.546
H -0.718 -3.531 1.112
H -2.042 -3.462 -0.060
H -2.406 -3.544 1.678
H -4.103 -1.629 0.950
H -3.477 -0.988 -0.582
H -3.685 0.101 0.803
H -3.519 0.027 2.989
H -3.420 0.216 5.435
H -1.545 -0.787 6.685
H 0.233 -2.009 5.475
H 0.151 -2.213 3.036
C -4.128 4.814 -1.101
N -3.314 3.653 -0.785
C -2.627 2.802 -1.742
C -1.965 1.820 -0.803
O -1.227 0.904 -1.232
N -2.273 2.064 0.468
C -3.059 3.172 0.429
N -3.524 3.723 1.545
H -4.267 4.850 -2.178
H -3.639 5.735 -0.783
H -5.112 4.732 -0.639
H -1.883 3.343 -2.329
H -3.317 2.296 -2.421
H -3.306 3.283 2.422
H -4.117 4.535 1.542
```

Lowest unoccupied orbital energy (alpha / beta) = -6.8 / -5.5 eV
Highest occupied orbital energy (alpha / beta) = -13.357 / -13.516 eV
Multiplicity = 5
Electronic energy = -99954.680 eV
Net charge = +2
Orbital gap (alpha / beta) = 6.60 / 8.00 eV
<S²> = 6.13